1.
Formula: C24H42Cl3N4O3SiYb
Source: the Open Molecules 2025 dataset
Level of theory: the ωB97M-V functional and the def2-TZVPD basis

Spin multiplicity: 2
ΔE to the lowest compared entry with this formula, charge and spin in kcal per mole: 0.00
Highest occupied orbital energy in hartree: -0.2908
DFT total energy in eV: -114654.29710
Orbital gap in eV: 8.22
E_LUMO in eV: 0.30

Each line ends with the Mulliken spin population.
Element x y z (Å)
H -1.635 3.775 -1.866  0.00
H 2.011 3.600 -3.300  0.00
C 0.925 -1.819 3.710  0.00
H 1.845 4.117 -4.998  0.00
H -2.036 5.024 0.551  0.00
C -0.893 -5.253 1.708  0.00
C 3.255 -3.178 -2.047  0.00
Cl -2.225 0.850 -0.447  0.00
C 1.385 4.192 -4.005  0.00
H -1.178 2.961 0.376  0.00
H -0.808 6.318 0.642  0.00
Yb 0.380 0.511 -0.421  1.01
O 0.073 -1.476 -1.603  0.00
C -2.077 -3.624 0.363  0.00
H -1.241 -1.266 -4.067  0.00
H -1.680 0.087 4.715  0.00
H -1.763 3.852 -6.194  0.00
H -1.886 -1.723 -1.340  0.00
N -0.163 -0.967 3.761  0.00
N 0.579 -0.936 1.687  0.00
C -1.811 -2.196 -3.944  0.00
H 1.240 -3.617 -0.411  0.00
H 1.249 -5.393 1.330  0.00
H 3.932 -3.508 -1.242  0.00
H -0.952 -4.402 -5.211  0.00
H -0.893 -6.066 2.437  0.00
H -1.807 -2.732 -4.905  0.00
H -0.264 -0.274 5.746  0.00
C -0.766 -4.302 -3.045  0.00
H 2.306 -3.740 -1.980  0.00
C -1.242 5.459 1.173  0.00
C -1.193 -3.031 -2.864  0.00
H -0.813 5.337 -5.926  0.00
C 0.308 -4.888 1.086  0.00
C -0.967 -2.326 -1.508  0.00
H 1.499 -1.403 -3.307  0.00
Cl -0.829 1.513 -4.110  0.00
H 0.255 -5.474 -4.471  0.00
H 3.188 -1.282 -3.903  0.00
C -0.749 -5.041 -4.342  0.00
H -0.013 3.839 -6.492  0.00
H -1.477 -5.867 -4.327  0.00
O 0.489 2.257 1.319  0.00
H -2.848 -1.901 -3.708  0.00
C -2.092 -4.602 1.371  0.00
Cl 1.352 2.467 -1.746  0.00
C -0.798 4.224 -5.827  0.00
H -1.417 -1.565 5.347  0.00
H -1.141 0.236 2.233  0.00
C 0.309 -3.904 0.089  0.00
H 2.473 0.044 -2.879  0.00
Si -0.416 3.576 -4.045  0.00
C -0.309 3.172 1.035  0.00
H -3.040 -4.873 1.857  0.00
C -0.883 -3.294 -0.294  0.00
H 2.227 -2.319 1.974  0.00
H -1.465 5.376 -2.638  0.00
H -1.679 5.840 2.110  0.00
C 1.393 -1.783 2.413  0.00
H 1.490 5.625 1.820  0.00
N 3.021 -1.747 -1.905  0.00
O 2.622 -0.093 -0.354  0.00
H 0.538 5.226 3.263  0.00
H 1.523 3.942 2.456  0.00
H 1.287 -2.380 4.550  0.00
C -0.339 -0.451 2.502  0.00
H -2.660 4.196 -3.227  0.00
C -1.644 4.303 -2.822  0.00
H 3.712 -3.349 -3.029  0.00
H 3.771 -1.764 -0.003  0.00
C 3.135 -1.168 -0.693  0.00
C 0.903 4.831 2.305  0.00
N -0.217 4.445 1.453  0.00
H -2.992 -3.117 0.030  0.00
C 2.511 -1.039 -3.073  0.00
H -0.384 -4.852 -2.188  0.00
H 1.439 5.240 -3.673  0.00
C -0.926 -0.663 4.963  0.00


2.
Formula: C24H42CrF6NO19
Source: the Open Molecules 2025 dataset
Level of theory: the ωB97M-V functional and the def2-TZVPD basis

Spin multiplicity: 6
Highest occupied orbital energy (spin up / spin down) in hartree: -0.1957 / -0.3150
DFT total energy in eV: -110682.50581
Orbital gap (spin up / spin down) in eV: 5.59 / 8.68
E_LUMO (spin up / spin down) in eV: 0.26 / 0.11

Each line ends with the Mulliken spin population.
Element x y z (Å)
H -20.330 14.999 -25.950  0.07
H -16.041 13.050 -17.141  0.00
C -15.629 20.173 -20.655  0.00
H -17.396 12.791 -22.632  0.00
H -20.655 18.511 -26.362  0.01
H -18.593 13.362 -20.074  0.00
F -11.798 10.766 -20.686  0.00
H -21.248 12.533 -24.223  0.00
C -13.402 18.948 -17.846  0.00
O -14.351 12.573 -19.069  0.00
C -18.521 13.530 -24.836  0.05
H -22.881 12.100 -23.840  0.00
H -22.967 17.680 -21.476  0.00
H -21.000 14.778 -28.283  0.00
O -18.440 17.279 -24.994  0.00
H -21.916 17.625 -28.464  0.00
H -13.157 19.608 -17.013  0.00
O -16.650 17.923 -26.288  0.00
H -22.473 13.712 -23.624  0.01
C -16.830 12.508 -23.519  0.00
H -18.206 12.875 -17.903  0.00
C -19.485 13.520 -19.467  0.00
C -20.920 13.505 -21.503  0.02
F -13.831 9.893 -20.712  0.00
C -13.998 17.616 -17.331  0.00
H -14.700 14.203 -17.003  0.00
C -22.955 16.958 -20.659  0.00
H -21.263 13.593 -26.224  0.00
H -21.113 19.212 -28.573  0.00
H -16.317 14.704 -17.574  0.00
O -13.789 12.750 -21.232  0.00
H -18.177 18.262 -19.725  0.01
F -12.719 10.347 -18.866  0.00
C -20.291 14.031 -26.449  -0.03
H -15.645 17.972 -24.471  0.00
O -17.661 15.262 -21.342  0.03
H -15.960 13.724 -19.738  0.00
C -13.004 10.771 -20.109  0.00
H -12.457 18.756 -18.354  0.00
H -16.365 11.555 -23.268  0.00
Cr -19.228 16.370 -22.955  4.97
H -13.447 17.108 -16.540  0.00
C -15.565 13.915 -17.601  0.00
H -20.260 16.847 -26.755  0.02
F -15.285 21.290 -21.343  0.00
H -20.440 17.962 -29.362  0.00
O -20.584 13.017 -20.251  0.00
C -20.958 18.144 -28.420  0.00
O -14.349 19.716 -18.582  0.00
C -20.120 14.234 -27.943  0.01
H -14.734 17.912 -25.810  0.00
C -19.179 12.630 -18.328  0.00
F -16.622 20.425 -19.753  0.00
H -14.931 17.871 -16.828  0.00
O -19.999 16.954 -21.113  -0.04
H -17.675 17.388 -16.895  0.00
C -15.666 17.481 -25.444  0.00
C -18.479 17.578 -18.932  0.00
H -23.895 17.007 -20.108  0.00
O -18.443 14.559 -24.168  -0.07
F -16.050 19.343 -21.613  0.01
H -14.219 16.957 -18.171  0.00
C -14.358 19.611 -19.978  0.00
O -17.748 12.475 -24.582  0.00
H -19.440 14.549 -19.112  0.00
H -20.114 13.266 -28.445  0.00
H -15.769 16.401 -25.335  0.00
H -17.153 18.812 -17.776  0.00
O -21.883 17.388 -19.780  0.01
C -17.955 17.711 -26.019  0.01
O -20.439 14.526 -22.028  -0.07
H -14.479 14.539 -19.404  0.00
H -18.818 18.659 -17.054  0.00
O -19.287 13.211 -25.891  0.01
H -19.162 11.604 -18.697  0.00
H -19.212 14.764 -28.232  0.00
H -19.844 12.775 -17.477  0.00
H -18.022 16.612 -19.149  0.00
C -18.007 18.162 -17.587  0.00
O -15.950 16.300 -20.578  0.01
C -20.519 17.265 -20.040  -0.05
O -16.968 16.887 -22.369  0.06
H -22.816 15.938 -21.017  0.00
O -21.641 12.576 -22.143  0.00
O -13.455 19.211 -20.685  0.00
C -13.668 12.137 -20.195  0.00
O -19.884 17.597 -18.909  0.00
N -16.825 16.159 -21.428  -0.07
C -15.105 13.714 -19.062  0.00
H -16.098 13.287 -23.730  0.00
C -20.165 17.876 -27.100  -0.01
O -18.701 18.019 -27.058  0.00
C -22.047 12.716 -23.505  0.00


3.
Formula: C24H42IrN6O7P2Si
Source: the Open Molecules 2025 dataset
Level of theory: the ωB97M-V functional and the def2-TZVPD basis

Highest occupied orbital energy (spin up / spin down) in hartree: -0.3565 / -0.3511
Net charge: +1
DFT total energy in eV: -78136.85066
Orbital gap (spin up / spin down) in eV: 5.66 / 5.06
E_LUMO (spin up / spin down) in eV: -4.04 / -4.49

Each line ends with the Löwdin charge.
Element x y z (Å)
O 2.134 3.508 -2.957  0.17
H 1.657 -4.174 3.256  0.09
O 1.290 -0.826 -1.321  -0.32
C -2.054 -0.706 -2.632  -0.62
H -2.571 0.412 -5.099  0.14
N 0.547 -2.365 3.198  -0.29
H -1.249 -3.628 -0.719  0.09
C 1.211 4.728 2.618  -0.09
C 1.828 -3.239 -2.922  -0.08
N -1.390 2.273 0.494  -0.18
C -1.158 2.059 -5.132  0.01
P 2.048 -1.889 -0.645  0.54
H -1.899 -4.703 0.542  0.10
H -3.616 0.084 -0.190  0.00
H 1.331 -1.584 4.957  0.10
H 2.597 -3.708 -3.538  0.09
C -0.583 3.068 1.217  -0.38
H 3.399 -0.036 1.523  0.09
C 0.212 2.154 -3.178  -0.15
H -0.148 -4.478 0.395  0.06
O 1.321 -2.427 0.732  -0.26
H -3.491 3.388 2.727  0.02
H -5.033 1.088 -0.390  0.04
N 3.538 -1.341 -0.149  -0.29
H -2.966 4.024 -1.617  0.02
Si -3.143 2.493 0.366  0.49
H 1.895 5.366 3.155  0.10
C 4.512 -2.264 0.394  -0.09
C -0.135 2.669 -4.425  0.05
N 2.230 -3.268 -1.529  -0.29
H -4.570 4.103 -0.917  0.03
C 0.675 -3.770 3.522  -0.09
C -0.973 4.346 1.687  -0.04
C 1.609 3.461 2.204  -0.09
H 3.272 -5.079 -1.384  0.10
H -0.097 -4.324 2.996  0.08
H -1.971 4.690 1.487  0.07
H -3.615 1.642 2.685  0.03
H -4.939 2.628 2.100  0.03
O -0.124 -0.469 1.602  -0.34
H 1.703 -2.202 -3.221  0.07
C 2.382 -4.596 -0.972  -0.10
H 2.473 -4.541 0.110  0.07
H 0.395 3.521 -4.822  0.13
C -3.856 2.552 2.142  -0.15
H 0.883 -3.766 -3.074  0.09
N -0.459 1.129 -2.625  0.07
H 4.524 0.454 0.230  0.10
H 5.505 -1.816 0.317  0.10
C -1.798 0.955 -4.576  0.05
C -1.423 0.535 -3.309  -0.14
C 1.493 -1.507 3.882  -0.09
H 4.322 -2.507 1.446  0.09
H 0.534 -3.896 4.596  0.09
H -3.788 1.083 -1.618  0.02
O -1.672 -0.902 -1.443  -0.13
N -1.197 -2.891 1.262  -0.29
H -3.231 -2.962 1.728  0.10
P 0.089 -1.935 1.663  0.52
C 1.338 2.634 -2.362  -0.43
H -2.830 -1.978 0.297  0.07
Ir -0.378 0.649 -0.438  1.42
H 2.534 -1.784 3.672  0.08
O -2.827 -1.377 -3.283  0.10
H -2.448 -1.377 1.928  0.08
O 1.530 2.234 -1.224  0.04
C -3.512 4.061 -0.679  -0.16
C 0.731 2.641 1.536  -0.09
H -3.257 4.992 -0.186  0.01
H 2.878 3.757 -2.383  0.16
C -1.111 -3.981 0.310  -0.08
H 1.023 1.631 1.270  0.04
H -1.437 2.422 -6.109  0.12
C -3.959 1.046 -0.548  -0.15
H 2.774 0.587 -0.021  0.04
C 3.559 -0.013 0.439  -0.09
H 2.610 3.111 2.416  0.10
H 4.495 -3.176 -0.195  0.07
H 1.517 -5.219 -1.221  0.09
H 1.319 -0.481 3.566  0.08
C -2.506 -2.265 1.301  -0.09
H -0.412 6.121 2.713  0.11
C -0.090 5.150 2.369  -0.08


> Which of these has the highest DFT total energy?

C24H42IrN6O7P2Si


> Among the records above, which one has the lowest DFT total energy?

C24H42Cl3N4O3SiYb